Record 1
16
Properties=species:S:1:pos:R:3 method="wB97M-V/def2-TZVPD" mol_weight_g_mol=99.1 total_charge=0 homo_ev="-6.17 / -6.18" relative_energy_kj_mol=389.9 max_force_ev_per_a=4.45
C -0.6223 0.3974 -2.5704
C -1.5203 -0.8818 0.2564
C 2.0368 0.1886 -0.3596
C -0.3437 0.0537 0.1969
N -1.3553 -0.4427 -2.7904
N -0.3642 1.1950 1.0086
N 0.8237 -0.3880 -0.3576
H -2.1170 -0.5064 1.2115
H -2.2327 -0.4688 -0.4840
H -1.3769 -1.9847 0.1958
H 2.8469 -0.2822 -0.9519
H 0.1040 1.1411 -2.1467
H 2.2985 1.1638 0.1240
H -1.2558 1.6467 1.1036
H 0.3629 1.6990 0.5739
H 0.7284 -1.1751 -0.9273

=====

Record 2
51
Properties=species:S:1:pos:R:3 method="wB97M-V/def2-TZVPD" smiles=CC(C)O.CC(C)O.CC(C)O.CC(C)O.O mol_weight_g_mol=258.4 total_charge=0 homo_ev=-9.93 relative_energy_kj_mol=262.3 max_force_ev_per_a=2.95
O -0.7387 -1.6688 8.4382
H -1.1853 -1.5584 9.2776
H -1.3161 -1.2473 7.8017
C -3.8913 3.6124 2.0409
C -4.4757 2.5743 2.9998
C -4.3410 3.0661 4.4164
O -5.8387 2.3223 2.7802
H -2.8211 3.6518 2.2438
H -4.2339 4.6179 2.2855
H -3.9856 3.2048 1.0344
H -3.8290 1.7015 2.9102
H -4.9092 3.9580 4.6805
H -3.2801 3.1303 4.6578
H -4.6623 2.2845 5.1048
H -6.3256 3.1418 2.8937
C -3.2413 0.0485 -4.0031
C -2.0124 0.2023 -5.0020
C -1.1003 1.4228 -4.6884
O -1.2441 -1.0033 -5.1473
H -3.9480 0.8753 -4.0738
H -2.9536 0.1459 -2.9562
H -3.8843 -0.7942 -4.2571
H -2.5058 0.2815 -5.9708
H -1.7652 2.2052 -4.3225
H -0.4755 1.7821 -5.5061
H -0.5571 1.3857 -3.7440
H -0.9819 -1.0129 -6.0708
C -0.4440 -3.3439 1.4873
C 0.4446 -3.5840 0.2299
C -0.2147 -4.6248 -0.7785
O 0.6315 -2.4014 -0.5370
H -0.4376 -4.2928 2.0236
H -1.3913 -3.0190 1.0569
H -0.0631 -2.5074 2.0731
H 1.4348 -3.9851 0.4465
H 0.2104 -4.6574 -1.7816
H -1.2647 -4.3354 -0.8213
H -0.2423 -5.6214 -0.3378
H 0.6219 -2.6270 -1.4701
C 7.4712 1.3465 -1.7242
C 6.3691 0.4863 -1.0118
C 6.9415 -0.2034 0.1960
O 5.2164 1.1797 -0.7672
H 8.3241 0.7304 -2.0089
H 7.8570 2.1140 -1.0533
H 7.1577 1.9105 -2.6027
H 6.0871 -0.3139 -1.6961
H 6.2526 -0.7117 0.8706
H 7.3727 0.5691 0.8328
H 7.6442 -1.0193 0.0272
H 4.5241 0.5816 -0.4765

=====

Record 3
24
Properties=species:S:1:pos:R:3 method="wB97M-V/def2-TZVPD" smiles=Cc1ccc(O)cc1.CC mol_weight_g_mol=138.2 total_charge=0 homo_ev=-8.33 relative_energy_kj_mol=160.5 max_force_ev_per_a=4.60
C 2.8353 0.5664 -0.1809
C 1.0121 -0.9925 0.6208
C 1.6579 0.2464 0.6543
C -0.2376 -1.1013 1.4459
C -0.4620 -0.1107 2.3432
C 1.3416 1.2514 1.5345
C 0.3925 1.0327 2.5156
O -1.4130 -0.1461 3.3019
H 1.3509 -1.7286 -0.0821
H -1.0342 -1.9042 1.1594
H 2.7080 1.4116 -0.9197
H 3.6338 0.8584 0.5453
H 1.9096 2.2254 1.6105
H -1.9883 -0.9097 3.2522
H 0.1738 1.8430 3.1682
H 3.1127 -0.2930 -0.7340
C -2.4448 -0.7456 -2.8023
C -1.3294 0.2408 -2.2797
H -2.0206 -1.5114 -3.4497
H -2.8165 -1.3994 -1.9999
H -3.0906 -0.1038 -3.3496
H -0.5321 -0.3962 -1.8635
H -1.0596 0.9803 -3.0135
H -1.6996 0.6860 -1.4769

=====

Record 4
44
Properties=species:S:1:pos:R:3 method="wB97M-V/def2-TZVPD" smiles="CCOC(=O)COc1cc(Br)c(/C=N/Nc2ccccc2)cc1OC" mol_weight_g_mol=407.3 total_charge=0 homo_ev=-7.36 relative_energy_kj_mol=0.0 max_force_ev_per_a=1.45
C -1.1492 -3.4827 -0.6673
C -1.2102 -4.4577 0.4962
H -2.2277 -4.5625 0.8881
H -0.8451 -5.4452 0.1954
O -0.3637 -3.9776 1.5424
C -0.7776 -4.1084 2.7978
O -1.7837 -4.6705 3.1408
C 0.2127 -3.4786 3.7723
O 1.1243 -2.5835 3.1849
C 0.6967 -1.5896 2.3586
C 1.6937 -0.9938 1.5969
C 1.4219 0.0342 0.7158
C 0.1226 0.5163 0.5511
C -0.8749 -0.0896 1.3279
C -0.6230 -1.1124 2.2231
O -1.5924 -1.7010 2.9902
C -2.9447 -1.4097 2.7333
H -3.5082 -2.1071 3.3514
H -3.2005 -1.5719 1.6816
H -3.1950 -0.3830 3.0188
H -1.8823 0.2816 1.2181
C -0.2740 1.5757 -0.3403
N 0.5363 2.2082 -1.0997
N 0.0896 3.1668 -1.8836
C 0.9075 3.8941 -2.7278
C 0.3415 4.8929 -3.5188
C 1.1383 5.6330 -4.3704
C 2.4998 5.3875 -4.4427
C 3.0609 4.3939 -3.6556
C 2.2770 3.6459 -2.7998
H 2.7048 2.8722 -2.1847
H 4.1212 4.1984 -3.7075
H 3.1189 5.9684 -5.1093
H 0.6932 6.4054 -4.9802
H -0.7215 5.0851 -3.4624
H -0.9074 3.4006 -1.8764
H -1.3450 1.8256 -0.3352
Br 2.8874 0.7269 -0.2513
H 2.6994 -1.3667 1.7090
H 0.8324 -4.2775 4.1937
H -0.3584 -3.0142 4.5844
H -1.5063 -2.5017 -0.3628
H -1.7652 -3.8488 -1.4836
H -0.1240 -3.3790 -1.0123

=====

Record 5
143
Properties=species:S:1:pos:R:3 method="wB97M-V/def2-TZVPD" mol_weight_g_mol=1618.1 total_charge=0 homo_ev=-8.43 max_force_ev_per_a=8.44
C -5.8436 0.9024 3.2158
C -6.6754 0.3325 1.9215
C -8.1238 -0.3674 2.2973
C -7.8625 -1.5619 3.4296
C -6.8756 -2.7001 2.7030
C -5.4775 -2.9498 3.5653
C -4.1221 -2.8337 2.5925
C -4.0197 -4.2607 1.7922
C -2.5739 -4.5572 1.0779
C -1.8710 -3.2602 0.3628
C -0.3481 -2.7924 0.8352
C 0.5563 -3.5315 1.9851
C 0.9263 -2.4481 3.1835
C 1.5136 -3.1626 4.5392
C 2.6690 -2.1367 5.1724
O 4.0457 -2.5602 4.8613
C 0.3674 -1.4772 0.0894
C -0.3659 -0.6389 -1.1132
C -1.8969 -1.0962 -1.6079
C -2.6110 -2.3725 -0.8468
C -4.1591 -2.8268 -1.2880
C -4.2312 -4.3346 -1.9358
O -3.1196 -4.9095 -2.4537
C -2.5427 -0.2101 -2.8259
O -3.2844 -0.6609 -3.8402
C -2.2035 1.4274 -2.8468
C -3.2839 2.5858 -3.3024
F -4.6763 2.2445 -3.7016
C -2.7884 4.1828 -3.3221
C -1.2332 4.6179 -2.8957
C -0.8340 6.2387 -3.0013
F -2.0263 7.1109 -3.1654
F 0.0877 6.6825 -1.9291
F -0.0607 6.3628 -4.2926
C -0.1849 3.4540 -2.4021
C 1.3634 3.7785 -1.9587
I 2.7445 4.5018 -3.5306
C 1.9492 3.6060 -0.6013
C 3.5497 3.9165 -0.2518
I 0.7110 2.8955 1.0810
C -0.6558 1.8495 -2.3732
C 0.3502 0.6458 -1.8922
O 1.6677 0.5765 -2.0973
H -4.8547 1.4765 2.8916
H -6.5752 1.6139 3.8354
H -5.5063 0.0669 3.9776
H -5.9453 -0.4220 1.3635
H -6.9159 1.2285 1.1807
H -8.5947 -0.7972 1.2920
H -8.8818 0.4473 2.6796
H -8.9024 -2.0383 3.7677
H -7.3574 -1.1317 4.4219
H -6.6923 -2.4631 1.5712
H -7.5192 -3.7032 2.7250
H -5.4117 -2.2714 4.5206
H -5.5527 -4.0692 3.9602
H -4.3804 -2.0066 1.7716
H -3.1513 -2.5889 3.2041
H -4.1825 -5.1386 2.5846
H -4.8651 -4.4267 0.9784
H -2.7737 -5.3552 0.2126
H -1.9072 -5.1123 1.8681
H 1.6012 -3.7892 1.4682
H 0.1357 -4.5504 2.3763
H 0.0464 -1.6846 3.3736
H 1.8211 -1.7921 2.7441
H 0.6903 -3.2576 5.3652
H 2.0017 -4.2266 4.3102
H 2.4954 -1.9758 6.3422
H 2.5222 -1.0751 4.6823
H 4.0171 -3.2779 4.1518
H 1.4329 -1.1302 0.4282
H -4.6148 -2.0950 -2.1137
H -4.8790 -2.6897 -0.3456
H -5.2139 -5.0126 -1.9441
H -3.5790 5.0062 -3.6621
H 3.7821 3.4890 0.8181
H 3.8486 5.0377 -0.4067
H 4.1736 3.2382 -1.0105
Cl 4.7792 4.7599 -5.8642
C 6.2267 3.9800 -6.5512
C 7.2088 3.5435 -5.4758
Cl 7.9761 4.9304 -4.6632
H 6.6858 4.6784 -7.2576
H 5.8789 3.1076 -7.1130
H 8.0142 2.9548 -5.9250
H 6.7230 2.9286 -4.7119
Cl 9.0506 1.1021 -7.5435
C 9.8300 -0.3161 -6.7974
C 9.2960 -0.5968 -5.4018
Cl 9.7791 0.6570 -4.2324
H 10.9107 -0.1446 -6.7890
H 9.6261 -1.1693 -7.4517
H 9.6990 -1.5449 -5.0335
H 8.2039 -0.6653 -5.3943
Cl -0.4278 -6.0631 -0.6974
C 1.0197 -6.8429 -1.3844
C 2.0018 -7.2794 -0.3090
Cl 2.7691 -5.8925 0.5036
H 1.4788 -6.1445 -2.0908
H 0.6719 -7.7153 -1.9462
H 2.8072 -7.8681 -0.7582
H 1.5160 -7.8943 0.4549
Cl -8.1848 5.4090 -2.0512
C -7.2335 6.9136 -2.1329
C -5.7582 6.6761 -1.8524
Cl -5.4604 6.2283 -0.1543
H -7.6683 7.6290 -1.4281
H -7.3600 7.3127 -3.1440
H -5.1918 7.5928 -2.0418
H -5.3491 5.8856 -2.4888
Cl -8.7068 9.1391 0.6634
C -8.8874 8.6635 2.3712
C -8.0956 7.4092 2.7048
Cl -8.7704 5.9596 1.9199
H -9.9544 8.5337 2.5766
H -8.5249 9.5028 2.9728
H -8.1245 7.2275 3.7833
H -7.0478 7.5019 2.4032
Cl 7.5571 -3.8921 7.9562
C 6.9994 -2.7425 6.7141
C 8.1471 -2.1991 5.8781
Cl 9.2143 -1.1264 6.8177
H 6.4505 -1.9399 7.2162
H 6.2977 -3.2855 6.0736
H 7.7533 -1.6053 5.0478
H 8.7583 -3.0050 5.4603
Cl 11.3298 -2.4046 -8.7303
C 12.9500 -2.8652 -8.1490
C 13.1018 -2.6610 -6.6501
Cl 13.1052 -0.9367 -6.2035
H 13.6897 -2.2876 -8.7119
H 13.0851 -3.9229 -8.3955
H 14.0560 -3.0769 -6.3132
H 12.2997 -3.1545 -6.0928
Cl -2.0759 0.8006 3.9640
C -2.2566 0.3251 5.6718
C -1.4647 -0.9292 6.0054
Cl -2.1395 -2.3788 5.2206
H -3.3236 0.1953 5.8772
H -1.8940 1.1643 6.2734
H -1.4936 -1.1110 7.0839
H -0.4169 -0.8365 5.7039

=====

Record 6
77
Properties=species:S:1:pos:R:3 method="wB97M-V/def2-TZVPD" mol_weight_g_mol=444.5 total_charge=0 homo_ev="-10.25 / -10.79" relative_energy_kj_mol=0.0 max_force_ev_per_a=5.97 multiplicity=2
C 16.7692 -19.1222 -21.2203
C 16.2645 -18.7503 -19.7689
C 14.7859 -19.3448 -19.5547
C 14.7844 -20.8444 -19.3429
C 15.6438 -21.2916 -18.1405
C 17.0984 -20.8004 -18.3185
N 17.2134 -19.3545 -18.6823
O 18.5208 -18.7135 -18.5681
C 17.8577 -21.5940 -19.4100
C 17.7504 -21.1440 -16.8985
C 16.1607 -17.2093 -19.7017
H 16.6566 -18.2536 -21.8691
H 16.2178 -20.0005 -21.5559
H 17.8382 -19.2965 -21.3433
H 14.2440 -19.2119 -20.4910
H 14.3271 -18.6995 -18.8056
H 15.2115 -21.4009 -20.1772
H 13.7735 -21.2442 -19.2628
H 15.6097 -22.3801 -18.1853
H 15.2275 -20.7984 -17.2621
H 17.4303 -21.4833 -20.4066
H 17.6826 -22.6411 -19.1632
H 18.9142 -21.3266 -19.3892
H 17.2157 -20.7154 -16.0509
H 18.7954 -20.8344 -16.8848
H 17.8176 -22.2223 -16.7544
H 15.5707 -16.7054 -20.4672
H 17.0810 -16.7352 -20.0429
H 15.8341 -16.8506 -18.7256
O 14.3945 -14.0144 -20.1794
H 13.6429 -14.3367 -20.6768
H 14.2971 -13.0621 -20.1875
O 19.3706 -17.2199 -21.9609
H 18.8230 -17.6547 -21.3072
H 19.4826 -16.3300 -21.6266
O 18.0030 -18.3271 -15.6697
H 17.7683 -18.5851 -16.5610
H 18.9590 -18.3724 -15.6505
O 12.6904 -15.5609 -18.5997
H 13.5760 -15.5420 -18.2370
H 12.8158 -15.7526 -19.5291
O 13.1490 -18.2003 -15.6525
H 13.4715 -17.2993 -15.6715
H 13.7692 -18.6886 -16.1941
O 16.6829 -14.1163 -22.2315
H 16.3014 -14.2117 -21.3588
H 15.9572 -14.2903 -22.8310
O 12.4069 -22.2776 -16.5866
H 12.6094 -22.0939 -15.6693
H 13.2612 -22.3948 -17.0022
O 14.6039 -24.7353 -19.8501
H 14.8013 -24.6256 -18.9199
H 15.2774 -24.2254 -20.3001
O 15.6453 -24.7488 -17.3807
H 16.5768 -24.9589 -17.4472
H 15.3472 -25.2227 -16.6044
O 21.3198 -19.6382 -18.4251
H 20.4165 -19.3717 -18.5965
H 21.8478 -18.8902 -18.7044
O 17.9553 -25.3234 -18.7460
H 17.6930 -25.1892 -19.6567
H 18.3624 -26.1897 -18.7386
O 20.2769 -19.7546 -23.0162
H 20.2548 -18.8046 -22.9009
H 21.1292 -20.0186 -22.6699
O 20.7710 -22.5594 -17.6330
H 19.8739 -22.6826 -17.9431
H 20.9853 -21.6573 -17.8705
O 15.9367 -22.3206 -23.3405
H 16.0177 -23.1788 -23.7567
H 15.0983 -22.3555 -22.8799
O 19.3641 -15.9787 -18.5873
H 19.8468 -16.0003 -19.4136
H 19.0374 -16.8716 -18.4768
O 17.2105 -19.6201 -13.3633
H 17.6268 -19.3688 -14.1878
H 16.3360 -19.2335 -13.4085

=====

Record 7
9
Properties=species:S:1:pos:R:3 method="wB97M-V/def2-TZVPD" smiles="O=CO.O=NO" mol_weight_g_mol=93.0 total_charge=0 homo_ev=-10.63 relative_energy_kj_mol=83.0 max_force_ev_per_a=2.91
C 0.5879 -0.2452 -0.2522
N -2.1226 -0.0606 -0.6467
O -2.5638 -1.0698 -0.2140
O -2.4326 1.0255 0.1739
O 0.5770 0.9012 0.0926
O 0.9342 -1.3320 0.4005
H 0.2613 -0.4109 -1.2738
H -1.6166 1.5928 0.1251
H 1.0321 -1.2190 1.4285

=====

Record 8
22
Properties=species:S:1:pos:R:3 method="wB97M-V/def2-TZVPD" mol_weight_g_mol=133.2 total_charge=+1 homo_ev=-13.13 relative_energy_kj_mol=149.9 max_force_ev_per_a=3.39
C 0.5023 -2.2671 -1.7743
C 1.2038 -0.9625 -1.4071
O 1.3160 -0.6930 -0.2061
N 1.5616 -0.0397 -2.3261
H -0.0742 -2.6748 -0.9378
H 1.4490 -2.8271 -1.7726
H 1.9131 0.8850 -2.1832
H 1.5112 -0.3544 -3.2859
H -0.2349 -2.3568 -2.5635
C -1.8886 1.4828 -0.3652
C -0.6621 0.6141 1.5977
N -1.6577 0.4963 0.7099
N 0.1931 1.6405 1.4361
N -0.5198 -0.2632 2.5790
H -2.0291 -0.4195 0.5102
H 0.6099 1.6509 0.5182
H 0.6926 2.0263 2.2247
H 0.0879 -0.0555 3.3516
H -0.9907 -1.1479 2.6199
H -1.5559 1.0821 -1.3225
H -1.4718 2.4774 -0.2219
H -2.9694 1.5986 -0.4064

=====

Record 9
20
Properties=species:S:1:pos:R:3 method="wB97M-V/def2-TZVPD" smiles=CNCO.O.O.O mol_weight_g_mol=115.1 total_charge=0 homo_ev=-9.02 relative_energy_kj_mol=161.4 max_force_ev_per_a=4.33
C 1.2748 -0.5941 -0.2364
N 0.8148 -1.5824 -1.0574
C -0.5344 -1.8940 -0.7613
O -1.4102 -1.0545 -1.5464
H 0.6673 0.3791 -0.3806
H 1.0704 -1.0127 0.7747
H 2.3859 -0.3616 -0.3154
H 1.4358 -2.3039 -1.2580
H -0.6593 -1.6883 0.2761
H -0.8270 -2.9874 -0.7715
H -0.9873 -0.9155 -2.3901
H 0.2253 2.9065 1.1517
H -0.0796 2.8999 -0.2623
O 0.7563 2.7949 0.3114
H -1.6258 0.7034 -1.1737
H -2.5160 1.9845 -0.9974
O -1.6316 1.6555 -1.0689
H 0.7677 0.5506 2.4686
H 0.6501 0.3167 4.0616
O 0.2228 0.2034 3.1752

=====

What did the ninth record say?
20
Properties=species:S:1:pos:R:3 method="wB97M-V/def2-TZVPD" smiles=CNCO.O.O.O mol_weight_g_mol=115.1 total_charge=0 homo_ev=-9.02 relative_energy_kj_mol=161.4 max_force_ev_per_a=4.33
C 1.2748 -0.5941 -0.2364
N 0.8148 -1.5824 -1.0574
C -0.5344 -1.8940 -0.7613
O -1.4102 -1.0545 -1.5464
H 0.6673 0.3791 -0.3806
H 1.0704 -1.0127 0.7747
H 2.3859 -0.3616 -0.3154
H 1.4358 -2.3039 -1.2580
H -0.6593 -1.6883 0.2761
H -0.8270 -2.9874 -0.7715
H -0.9873 -0.9155 -2.3901
H 0.2253 2.9065 1.1517
H -0.0796 2.8999 -0.2623
O 0.7563 2.7949 0.3114
H -1.6258 0.7034 -1.1737
H -2.5160 1.9845 -0.9974
O -1.6316 1.6555 -1.0689
H 0.7677 0.5506 2.4686
H 0.6501 0.3167 4.0616
O 0.2228 0.2034 3.1752